Run 1
8
Properties=species:S:1:pos:R:3:lowdin_charge:R:1 method="wB97M-V/def2-TZVPD" smiles="N#CC1C=C1" orbital_gap_ev=11.6
N 2.6398 -0.0324 0.1212 0.1432
C 1.5251 0.0692 -0.1278 -0.2459
C 0.1479 0.1560 -0.4432 -0.3100
C -0.9077 0.5242 0.5555 0.0098
C -0.8717 -0.7291 0.2224 0.0129
H -0.0114 0.4171 -1.7129 0.1960
H -1.3056 1.3268 1.1229 0.0960
H -1.2163 -1.7318 0.2619 0.0981

***

Run 2
8
Properties=species:S:1:pos:R:3:lowdin_charge:R:1 method="wB97M-V/def2-TZVPD" orbital_gap_ev="7.3 / 6.7"
C 0.6422 -0.8740 0.5799 0.1522
C -0.3141 -0.2078 0.2797 -0.2354
C 3.2150 -0.3872 0.0886 -0.1355
C -1.6877 0.1604 -0.1666 -0.1047
N 3.9945 0.4158 -0.0627 -0.0133
H -1.4979 1.3011 -0.4540 0.1306
H -2.0880 -0.4198 -1.0721 0.1054
H -2.2639 0.0116 0.8072 0.1006

***

So which one wins? Going from most stable to least: run 1, run 2.

***

Run 1
19
Properties=species:S:1:pos:R:3:lowdin_charge:R:1 method="wB97M-V/def2-TZVPD" smiles="C/C=C(/C)O.O.O" orbital_gap_ev=8.3
C 1.6189 -0.4103 -1.5246 -0.1056
C 0.8429 0.8737 -1.5888 -0.1221
C -0.2775 1.1294 -0.9171 -0.4152
C -0.8964 2.4844 -0.8228 -0.0396
O -0.9759 0.1757 -0.2385 0.0295
H 2.2847 -0.4842 -2.3744 0.0617
H 0.9412 -1.2740 -1.5753 0.0670
H 2.1429 -0.5950 -0.5869 0.0734
H 1.3490 1.6715 -2.0773 0.0887
H -0.6860 3.0839 -1.7014 0.0763
H -0.4986 3.0564 0.0243 0.0822
H -1.9606 2.4002 -0.5864 0.0796
H -0.4107 -0.4916 0.1721 0.0577
O 0.1987 -2.4283 0.8737 -0.0622
H -0.4712 -3.0480 0.5605 0.0536
H -0.2097 -2.0581 1.6767 -0.0021
O -0.9562 -1.1282 3.2310 -0.0427
H -0.3166 -1.3124 3.9331 0.0609
H -1.7190 -1.6450 3.5222 0.0588

***

Run 2
19
Properties=species:S:1:pos:R:3:lowdin_charge:R:1 method="wB97M-V/def2-TZVPD" smiles=C[C@@H](O)CCO.O orbital_gap_ev=10.8
C 0.4231 -0.5592 2.8576 -0.0647
C -0.0944 0.5614 1.9376 -0.3673
O 0.6374 1.7946 2.2400 -0.0808
C 0.2712 0.2184 0.4410 -0.0960
C -0.5244 -1.0793 0.0455 -0.2535
O 0.1960 -2.0743 -0.6918 -0.0324
H -0.0793 -0.7914 3.7624 0.0563
H 0.5698 -1.5984 2.3203 0.1119
H 1.4531 -0.3684 3.0892 0.0666
H -1.1028 0.6929 2.3328 0.1398
H 1.2218 1.8637 1.4433 0.0899
H 1.1894 0.0029 0.1478 0.0705
H -0.1874 1.0202 -0.1280 0.1149
H -1.4331 -0.7580 -0.3005 0.0867
H -0.8595 -1.5622 0.9753 0.0989
H -0.5109 -2.3592 -1.2346 0.0592
O -0.7407 1.7116 -6.5154 -0.0503
H -0.2575 2.2738 -5.9107 0.0286
H -0.1719 1.0107 -6.8118 0.0217

***

Run 3
19
Properties=species:S:1:pos:R:3:lowdin_charge:R:1 method="wB97M-V/def2-TZVPD" smiles=OCCCCO.O orbital_gap_ev=10.9
O -2.5857 -0.4128 1.2579 -0.0793
C -1.5019 0.2078 0.4846 -0.2307
C -0.2542 0.1477 1.4037 -0.1923
C 1.0919 0.2392 0.7409 -0.2313
C 1.3890 -0.7321 -0.3379 -0.3608
O 2.7008 -0.9967 -0.5415 -0.0226
H -2.1670 -1.2187 1.4591 0.0308
H -1.3826 -0.4337 -0.4355 0.1202
H -1.7996 1.2796 0.2920 0.1340
H -0.4119 -0.9324 1.7677 0.1224
H -0.1706 0.6943 2.4248 0.1479
H 1.9143 0.1587 1.5033 0.1350
H 1.2360 1.1593 0.1956 0.1117
H 0.9109 -0.2509 -1.1555 0.0849
H 0.8612 -1.7269 -0.1909 0.1520
H 3.2417 -0.2402 -0.7779 0.1003
O -0.9509 0.6621 -2.9313 -0.0840
H -1.1153 1.5815 -3.2168 0.0465
H -1.0061 0.8143 -1.9424 0.0152

***

Run 4
19
Properties=species:S:1:pos:R:3:lowdin_charge:R:1 method="wB97M-V/def2-TZVPD" smiles=OCCCCO.O orbital_gap_ev=10.6
O 2.4821 0.1107 -0.3158 -0.1042
C 1.6603 -0.5552 0.5219 -0.2742
C 0.2111 -0.0159 0.0825 -0.1945
C -0.7748 -0.1916 1.1467 -0.2545
C -2.2559 0.1688 0.9404 -0.2486
O -2.5010 1.5563 0.8190 -0.0239
H 3.1066 -0.2408 -1.0140 0.1359
H 1.9178 -1.6141 0.4797 0.1183
H 1.8610 -0.2494 1.5939 0.1301
H -0.2050 -0.6058 -0.9507 0.1733
H 0.1556 0.9586 -0.2579 0.0684
H -0.5345 0.0273 2.1961 0.1208
H -0.7992 -1.3138 1.2682 0.1306
H -2.7389 -0.0996 1.8845 0.1211
H -2.5944 -0.3945 0.1018 0.1018
H -1.9792 1.9326 0.1907 0.0198
O 1.0657 0.2506 -3.3055 -0.1110
H 0.4944 0.7621 -2.6376 0.0575
H 1.4285 -0.4864 -2.7438 0.0334

***

So which one wins? Going from most stable to least: run 1, run 3, run 2, run 4.

***

Run 1
19
Properties=species:S:1:pos:R:3:lowdin_charge:R:1 method="wB97M-V/def2-TZVPD" smiles=OCCCCO.O orbital_gap_ev=10.7
O 0.1569 -2.2426 1.3103 -0.0624
C 0.0296 -0.8624 1.5886 -0.2620
C 0.9761 -0.0534 0.5985 -0.1779
C 0.6655 1.4579 0.6965 -0.1948
C 0.1909 2.0758 -0.6354 -0.2752
O -1.1944 1.8753 -0.8506 -0.0748
H -0.7408 -2.5259 1.1146 0.0846
H 0.3765 -0.5254 2.5607 0.1072
H -0.9989 -0.4083 1.3759 0.1339
H 0.8010 -0.3455 -0.4382 0.0771
H 2.0007 -0.2489 0.9033 0.1045
H -0.0403 1.5690 1.5689 0.1193
H 1.4650 2.1443 1.0092 0.1035
H 0.3455 3.1557 -0.6881 0.1114
H 0.7757 1.6470 -1.4707 0.1167
H -1.2942 0.9200 -0.9831 0.0723
O -0.6704 -1.7523 -2.1471 -0.0573
H 0.2242 -2.0351 -1.9294 0.0336
H -0.6619 -1.6487 -3.1042 0.0403

***

Run 2
19
Properties=species:S:1:pos:R:3:lowdin_charge:R:1 method="wB97M-V/def2-TZVPD" smiles=OCCCCO.O orbital_gap_ev=10.4
O -0.1452 0.1569 2.0586 -0.0785
C -0.8458 0.2320 0.7832 -0.2280
C -0.7676 -1.1929 0.0282 -0.1492
C 0.5394 -1.1769 -0.7966 -0.2191
C 1.7795 -1.1162 0.0484 -0.3243
O 2.9281 -1.3361 -0.7285 -0.0690
H 0.2221 1.0324 1.9912 0.0653
H -1.8739 0.5180 0.9928 0.0954
H -0.4004 0.9905 0.0753 0.1212
H -0.8560 -2.0737 0.6872 0.1177
H -1.6118 -1.3156 -0.6590 0.0982
H 0.6634 -0.5176 -1.6144 0.1013
H 0.6574 -2.2627 -1.3006 0.1515
H 1.9991 -1.7164 1.0155 0.1528
H 1.8345 -0.0396 0.4242 0.1189
H 2.5778 -1.8902 -1.4083 0.0487
O -2.9994 3.7284 -1.1876 -0.1067
H -3.4335 3.3841 -0.3766 0.0368
H -2.2799 3.0208 -1.3463 0.0668

***

So which one wins? Going from most stable to least: run 1, run 2.

***

Run 1
19
Properties=species:S:1:pos:R:3:lowdin_charge:R:1 method="wB97M-V/def2-TZVPD" smiles="C/C=C/CO.O.O" orbital_gap_ev=9.8
C 1.4253 0.4502 -0.4471 -0.1024
C 0.0178 0.0278 -0.2523 -0.1639
C -0.9903 0.7996 0.1613 -0.1016
C -2.3797 0.5251 -0.4011 -0.2917
O -2.3832 0.5587 -1.8071 -0.0589
H 1.5314 1.4954 -0.2258 0.0632
H 2.1842 -0.1215 0.0891 0.0721
H 1.7305 0.4216 -1.4958 0.0783
H -0.2739 -0.9984 -0.4637 0.1104
H -0.8403 1.7235 0.6985 0.0945
H -3.0282 1.2956 0.0335 0.1031
H -2.8127 -0.4014 -0.0286 0.1112
H -2.1729 1.4555 -2.0824 0.0870
O 5.3518 1.5643 3.9718 -0.0672
H 5.1080 1.3087 4.8720 0.0333
H 6.2501 1.2043 3.9743 0.0339
O -2.6385 -3.4600 -2.2674 -0.0644
H -3.4713 -3.4661 -1.7784 0.0319
H -2.6080 -4.3828 -2.5509 0.0313

***

Run 2
19
Properties=species:S:1:pos:R:3:lowdin_charge:R:1 method="wB97M-V/def2-TZVPD" smiles=OCCCCO.O orbital_gap_ev=10.9
O 1.5538 1.9936 2.3064 -0.0797
C 1.2385 0.9344 1.3368 -0.2505
C -0.1631 0.2993 1.3584 -0.2006
C -0.4022 -0.6241 0.1174 -0.1846
C -1.8763 -0.6855 -0.3055 -0.3559
O -2.0480 -1.2354 -1.5455 -0.0749
H 2.1736 1.6174 2.9557 0.0809
H 1.9894 0.2060 1.1856 0.1007
H 1.3109 1.4953 0.4189 0.1054
H -0.8746 1.1481 1.4481 0.1154
H -0.4096 -0.1762 2.3211 0.1089
H 0.1081 -0.1412 -0.7412 0.1001
H -0.1234 -1.7775 0.4221 0.1651
H -2.5673 -1.0964 0.4636 0.1253
H -2.1519 0.3996 -0.4384 0.1311
H -1.6271 -2.1250 -1.6316 0.1110
O 1.5713 0.1487 -3.2140 -0.0470
H 0.7030 0.4067 -3.4671 0.0141
H 1.5950 -0.7877 -2.9906 0.0351

***

Run 3
19
Properties=species:S:1:pos:R:3:lowdin_charge:R:1 method="wB97M-V/def2-TZVPD" smiles=C[C@@H](O)CCO.O orbital_gap_ev=11.0
C 2.2322 0.5847 -0.3607 -0.0471
C 1.0084 -0.2871 -0.1651 -0.4268
O 0.8047 -0.4520 1.2800 -0.0762
C -0.2371 0.2930 -0.7824 -0.1490
C -1.3543 -0.7574 -0.9367 -0.2632
O -2.6039 -0.1448 -1.1543 -0.0448
H 3.0974 0.1320 0.1245 0.0796
H 2.5051 0.6462 -1.4135 0.0820
H 2.0177 1.5588 0.0746 0.0895
H 1.1390 -1.3178 -0.5198 0.1446
H 1.1312 -1.3227 1.5454 0.0979
H 0.0824 0.6488 -1.7677 0.1236
H -0.5952 1.1443 -0.2078 0.1134
H -1.3374 -1.3534 -0.0154 0.1172
H -1.0690 -1.4108 -1.7732 0.1195
H -3.2401 -0.5568 -0.5836 0.0781
O -1.5106 0.9076 2.4699 -0.0739
H -1.0498 0.0969 2.2054 0.0044
H -1.0207 1.5906 1.9804 0.0312

***

So which one wins? Going from most stable to least: run 3, run 2, run 1.